# 1
The following is a DFT calculation (ωB97M-V/def2-TZVPD) of 10 unconnected molecules or ions with the total composition C34H51NO28S4 at a distorted geometry.

Positions of all 118 atoms, in Å:
O1 27.463 -16.901 13.082
N1 28.568 -16.983 13.578
O2 28.893 -17.990 14.160
C1 29.483 -15.858 13.518
C2 29.289 -14.908 12.458
C3 30.283 -13.934 12.300
C4 31.258 -13.797 13.241
C5 31.471 -14.689 14.264
C6 30.562 -15.770 14.385
H1 28.480 -14.853 11.744
H2 30.203 -13.337 11.403
H3 32.022 -13.037 13.172
H4 32.337 -14.501 14.881
H5 30.722 -16.500 15.164
O3 23.261 -20.846 19.161
S1 23.665 -19.764 20.105
O4 22.787 -18.589 20.348
O5 24.126 -20.459 21.570
C7 25.396 -21.028 21.607
C8 26.124 -20.399 20.351
O6 25.256 -19.356 19.837
H6 26.027 -20.799 22.465
H7 25.325 -22.116 21.604
H8 26.323 -21.125 19.563
H9 27.040 -19.844 20.552
O7 34.182 -11.140 22.398
S2 33.577 -10.820 21.118
O8 32.968 -11.894 20.349
O9 32.428 -9.621 21.293
C9 32.528 -8.545 20.351
C10 33.604 -8.990 19.392
O10 34.430 -9.866 20.108
H10 31.573 -8.360 19.858
H11 32.846 -7.664 20.909
H12 34.156 -8.147 18.977
H13 33.296 -9.464 18.460
O11 27.102 -15.174 28.998
S3 27.621 -14.253 27.950
O12 26.788 -13.072 27.625
O13 29.216 -13.854 28.185
C11 30.127 -14.878 27.816
C12 29.463 -15.497 26.530
O14 28.077 -15.170 26.649
H14 31.084 -14.505 27.452
H15 30.290 -15.549 28.660
H16 29.739 -16.543 26.398
H17 29.808 -14.844 25.728
O15 34.748 -25.652 14.143
S4 36.111 -25.185 14.336
O16 36.507 -24.034 13.522
O17 36.482 -24.975 15.977
C13 37.823 -25.388 16.248
C14 37.901 -26.610 15.441
O18 37.200 -26.428 14.210
H18 38.472 -24.614 15.839
H19 38.181 -25.491 17.272
H20 37.457 -27.532 15.817
H21 38.945 -26.832 15.216
O19 36.457 -18.471 27.439
C15 37.498 -17.915 27.096
C16 38.774 -18.564 26.617
C17 39.319 -17.430 25.759
C18 38.709 -16.153 26.214
O20 37.526 -16.539 26.929
H22 39.472 -18.637 27.450
H23 38.643 -19.544 26.157
H24 40.408 -17.478 25.715
H25 39.053 -17.605 24.716
H26 39.466 -15.719 26.867
H27 38.432 -15.485 25.398
O21 34.518 -31.430 20.691
C19 34.124 -30.678 21.584
C20 33.467 -31.008 22.872
C21 33.172 -29.614 23.457
C22 34.067 -28.700 22.765
O22 34.463 -29.380 21.590
H28 32.554 -31.604 22.874
H29 34.134 -31.485 23.589
H30 32.126 -29.321 23.366
H31 33.432 -29.580 24.515
H32 33.459 -27.849 22.456
H33 34.861 -28.360 23.429
O23 40.886 -15.063 18.572
C23 40.578 -15.439 17.429
C24 39.245 -16.075 16.982
C25 39.612 -16.660 15.616
C26 40.813 -15.874 15.153
O24 41.334 -15.253 16.297
H34 38.784 -16.771 17.682
H35 38.469 -15.311 16.926
H36 39.830 -17.724 15.710
H37 38.722 -16.576 14.992
H38 41.450 -16.579 14.619
H39 40.428 -15.010 14.611
O25 40.989 -21.620 20.950
C27 41.968 -21.666 21.663
C28 43.054 -20.630 21.847
C29 43.722 -21.136 23.075
C30 43.217 -22.547 23.315
O26 42.148 -22.740 22.457
H40 43.720 -20.676 20.985
H41 42.602 -19.639 21.875
H42 44.776 -21.240 22.821
H43 43.622 -20.459 23.924
H44 44.024 -23.281 23.308
H45 42.769 -22.459 24.305
O27 31.857 -21.904 21.826
C31 32.777 -21.198 21.491
C32 34.011 -20.682 22.252
C33 34.438 -19.583 21.323
C34 34.152 -20.114 19.983
O28 32.946 -20.881 20.171
H46 33.785 -20.267 23.234
H47 34.624 -21.579 22.344
H48 33.945 -18.627 21.497
H49 35.511 -19.433 21.444
H50 34.045 -19.358 19.206
H51 34.943 -20.763 19.605

Its SMILES is O=[N+]([O-])c1ccccc1.O=S1(=O)OCCO1.O=S1(=O)OCCO1.O=S1(=O)OCCO1.O=S1(=O)OCCO1.O=C1CCCO1.O=C1CCCO1.O=C1CCCO1.O=C1CCCO1.O=C1CCCO1. As for the charge: 0. The LUMO energy comes out at -0.01457 hartree.

Mulliken population analysis, charges in e, atoms 1 to 8:
1 O -0.569
2 N 0.919
3 O -0.572
4 C 0.148
5 C -0.229
6 C -0.493
7 C -0.283
8 C -0.477

# 2
The following is a DFT calculation (ωB97M-V/def2-TZVPD) of 9 unconnected molecules or ions with the total composition C34H51O26 at a distorted geometry.

Positions of all 111 atoms, in Å:
C1 0.549 2.064 0.114
C2 -0.142 0.775 -0.417
O1 0.572 -0.078 -0.979
O2 -1.353 0.726 -0.186
H1 0.474 2.053 1.201
H2 0.096 2.944 -0.343
H3 1.602 2.130 -0.161
C3 4.502 2.073 1.715
C4 4.039 0.597 1.826
C5 3.681 -0.107 0.510
O3 4.436 -1.258 0.588
C6 5.290 -1.280 1.605
O4 6.060 -2.213 1.966
O5 5.040 -0.221 2.364
H4 5.552 2.078 1.425
H5 4.384 2.541 2.693
H6 3.893 2.620 0.996
H7 3.227 0.729 2.541
H8 3.985 0.489 -0.350
H9 2.624 -0.366 0.443
C7 -3.760 -3.275 0.770
C8 -4.675 -2.175 0.265
C9 -4.012 -1.124 -0.633
O6 -4.872 -1.051 -1.775
C10 -5.879 -1.949 -1.712
O7 -6.779 -2.024 -2.546
O8 -5.663 -2.770 -0.633
H10 -3.380 -3.874 -0.058
H11 -4.369 -4.010 1.297
H12 -2.899 -3.020 1.388
H13 -5.247 -1.715 1.072
H14 -3.057 -1.553 -0.937
H15 -3.819 -0.131 -0.227
C11 -2.636 2.827 -3.442
C12 -1.762 1.713 -4.115
C13 -2.203 0.337 -3.850
O9 -2.224 -0.297 -5.137
C14 -2.032 0.643 -6.060
O10 -1.840 0.433 -7.262
O11 -1.926 1.835 -5.499
H16 -2.654 2.707 -2.359
H17 -3.661 2.777 -3.810
H18 -2.222 3.824 -3.592
H19 -0.688 1.848 -3.991
H20 -3.149 0.370 -3.309
H21 -1.501 -0.072 -3.125
C15 0.637 3.735 6.616
C16 -0.050 3.069 5.476
C17 0.724 3.004 4.189
O12 0.914 1.610 4.032
C18 0.387 0.895 4.877
O13 0.407 -0.339 4.877
O14 -0.195 1.678 5.804
H22 0.132 3.810 7.579
H23 0.779 4.757 6.263
H24 1.566 3.196 6.798
H25 -1.005 3.583 5.370
H26 1.672 3.539 4.251
H27 0.077 3.260 3.350
C19 3.565 1.832 -3.405
C20 3.939 0.454 -3.976
C21 5.046 0.630 -5.044
O15 5.997 -0.260 -4.532
C22 5.559 -1.019 -3.522
O16 6.248 -1.892 -2.957
O17 4.492 -0.393 -3.002
H28 3.412 2.630 -4.132
H29 4.407 2.225 -2.836
H30 2.777 1.719 -2.661
H31 3.098 -0.050 -4.453
H32 5.390 1.662 -4.990
H33 4.649 0.380 -6.028
C23 -3.183 0.430 3.476
C24 -2.715 1.789 3.039
C25 -3.526 2.604 2.007
O18 -3.777 3.822 2.615
C26 -3.312 3.835 3.863
O19 -3.332 4.758 4.661
O20 -2.770 2.612 4.175
H34 -4.096 0.342 4.065
H35 -2.376 0.112 4.137
H36 -3.168 -0.255 2.628
H37 -1.713 1.673 2.628
H38 -4.470 2.062 1.947
H39 -2.996 2.681 1.058
C27 1.963 -2.499 2.788
C28 0.392 -2.475 2.458
C29 0.027 -2.659 0.992
O21 -0.115 -4.101 0.982
C30 -0.357 -4.541 2.277
O22 -0.591 -5.727 2.523
O23 -0.215 -3.545 3.122
H40 2.452 -3.409 2.439
H41 2.223 -2.367 3.838
H42 2.512 -1.637 2.409
H43 -0.034 -1.533 2.802
H44 0.757 -2.376 0.234
H45 -0.950 -2.233 0.761
C31 1.216 -2.204 -3.619
C32 0.285 -3.340 -3.321
C33 -0.880 -2.831 -2.463
O24 -2.084 -3.364 -2.969
C34 -1.824 -3.627 -4.287
O25 -2.608 -3.694 -5.247
O26 -0.455 -3.685 -4.506
H46 1.847 -2.572 -4.428
H47 1.789 -1.950 -2.727
H48 0.743 -1.260 -3.887
H49 0.759 -4.244 -2.938
H50 -0.930 -1.751 -2.322
H51 -0.716 -3.122 -1.426

As for the charge: -1. The LUMO energy comes out at 0.06026 hartree. The energy above the lowest of the compared OMol25 structures with the same formula, charge and spin is 80.5 kcal per mole.

Mulliken population analysis, charges in e, atoms 1 to 8:
1 C -0.695
2 C 0.320
3 O -0.125
4 O -0.378
5 H -0.256
6 H 0.511
7 H -0.081
8 C -1.746

# 3
The following is a DFT calculation (ωB97M-V/def2-TZVPD) of 4 unconnected molecules or ions with the total composition C34H52F24O6P2S at a distorted geometry.

Positions of all 119 atoms, in Å:
C1 1.086 -1.873 0.860
C2 0.469 -3.286 1.313
C3 -1.009 -3.510 0.796
C4 -2.146 -2.856 1.694
C5 -1.882 -2.901 3.256
C6 -1.323 -1.517 3.772
C7 -2.394 -0.320 3.605
C8 -2.770 0.400 4.964
C9 -1.799 1.563 5.403
C10 -0.287 1.402 4.959
C11 0.000 2.146 3.570
C12 1.536 2.289 3.239
C13 1.853 2.803 1.771
C14 0.583 3.179 0.904
C15 0.003 1.929 0.065
C16 -0.395 2.343 -1.424
P1 -2.116 3.077 -1.672
C17 -3.341 1.702 -2.188
C18 -3.037 0.360 -1.219
C19 -4.190 0.066 -0.088
O1 -3.979 -0.776 -1.380
P2 -2.950 3.871 0.208
O2 -2.719 2.877 1.551
O3 -4.645 3.994 -0.022
S1 -2.306 5.662 0.597
H1 1.423 -1.983 -0.207
H2 0.386 -1.011 1.039
H3 2.027 -1.686 1.468
H4 1.111 -4.067 0.790
H5 0.619 -3.457 2.414
H6 -1.078 -3.009 -0.226
H7 -1.262 -4.598 0.603
H8 -2.369 -1.816 1.314
H9 -3.090 -3.465 1.512
H10 -1.149 -3.704 3.566
H11 -2.832 -3.120 3.837
H12 -0.393 -1.161 3.236
H13 -1.051 -1.558 4.871
H14 -2.121 0.380 2.762
H15 -3.343 -0.851 3.255
H16 -2.942 -0.400 5.750
H17 -3.796 0.869 4.804
H18 -1.796 1.597 6.542
H19 -2.136 2.600 5.092
H20 0.331 1.984 5.720
H21 0.117 0.354 4.982
H22 -0.499 1.600 2.726
H23 -0.397 3.201 3.718
H24 2.013 1.258 3.336
H25 2.103 2.927 3.990
H26 2.564 3.689 1.830
H27 2.425 2.015 1.188
H28 -0.225 3.731 1.458
H29 0.947 3.907 0.106
H30 -0.777 1.348 0.629
H31 0.892 1.230 -0.028
H32 -0.214 1.428 -2.076
H33 0.337 3.117 -1.812
H34 -3.137 1.330 -3.230
H35 -4.406 1.986 -1.990
H36 -1.929 0.147 -0.925
H37 -3.545 -0.235 0.773
H38 -5.131 0.659 -0.077
H39 -2.815 1.930 1.342
H40 -5.102 3.298 0.484
F1 3.517 -0.441 -2.692
C20 3.142 0.846 -2.607
F2 2.169 0.896 -1.658
C21 2.625 1.396 -3.939
F3 1.501 0.750 -4.331
F4 2.260 2.695 -3.734
C22 3.642 1.390 -5.104
O4 3.558 0.297 -6.033
C23 4.221 -0.905 -5.724
F5 5.030 -0.725 -4.668
F6 5.031 -1.163 -6.773
C24 3.251 -2.078 -5.546
F7 2.358 -1.844 -4.565
F8 3.923 -3.203 -5.209
H41 3.987 1.430 -2.244
H42 3.409 2.267 -5.714
H43 4.662 1.557 -4.762
H44 2.698 -2.265 -6.469
F9 5.994 4.338 0.071
C25 5.372 4.052 -1.081
F10 4.197 3.458 -0.745
C26 6.186 3.120 -1.984
F11 6.365 1.912 -1.403
F12 5.437 2.893 -3.108
C27 7.557 3.653 -2.465
O5 8.728 3.219 -1.759
C28 9.120 3.919 -0.601
F13 8.412 5.054 -0.490
F14 10.397 4.297 -0.810
C29 9.059 3.047 0.657
F15 7.819 2.567 0.873
F16 9.400 3.767 1.750
H45 5.138 4.990 -1.593
H46 7.695 3.239 -3.467
H47 7.552 4.735 -2.612
H48 9.740 2.197 0.572
F17 -6.647 -3.772 0.499
C30 -6.972 -3.391 -0.749
F18 -8.057 -2.585 -0.630
C31 -7.294 -4.572 -1.670
F19 -8.389 -5.238 -1.236
F20 -7.623 -4.054 -2.887
C32 -6.156 -5.591 -1.918
O6 -6.158 -6.805 -1.148
C33 -5.565 -6.800 0.127
F21 -4.884 -5.659 0.308
F22 -4.644 -7.786 0.111
C34 -6.576 -7.080 1.244
F23 -7.572 -6.173 1.257
F24 -5.974 -7.022 2.455
H49 -6.152 -2.790 -1.153
H50 -6.297 -5.940 -2.944
H51 -5.172 -5.118 -1.920
H52 -7.023 -8.069 1.123

Its SMILES is CCCCCCCCCCCCCCCCP(C[C@H]1CO1)P(O)(O)=S.FC(F)C(F)(F)COC(F)(F)C(F)F.FC(F)C(F)(F)COC(F)(F)C(F)F.FC(F)C(F)(F)COC(F)(F)C(F)F. As for the charge: 0. The LUMO energy comes out at 0.00814 hartree.

Mulliken population analysis, charges in e, atoms 1 to 8:
1 C -0.513
2 C -0.561
3 C -0.713
4 C 1.583
5 C -1.445
6 C -0.016
7 C 0.818
8 C -1.175

# 4
The following is a DFT calculation (ωB97M-V/def2-TZVPD) of a molecular structure, C34H52NP2RuSe2Si2Te2 at a distorted geometry.

Positions of all 96 atoms, in Å:
Ru1 -0.710 -0.239 -0.360
C1 1.421 2.994 -3.738
C2 2.057 1.826 -2.982
C3 3.141 2.337 -2.021
P1 0.846 0.472 -2.339
C4 0.476 -0.215 -4.045
C5 -0.707 0.496 -4.717
C6 0.187 -1.705 -4.089
C7 2.224 -0.482 -1.612
C8 3.278 -0.930 -2.384
C9 4.488 -1.322 -1.826
C10 4.637 -1.163 -0.457
C11 3.600 -0.725 0.347
C12 2.316 -0.447 -0.178
N1 1.205 -0.064 0.511
C13 1.166 0.272 1.852
C14 1.925 -0.344 2.860
C15 1.907 0.116 4.166
C16 1.131 1.210 4.516
C17 0.298 1.765 3.552
C18 0.241 1.280 2.259
P2 -0.974 1.841 0.969
C19 -2.644 2.378 1.629
C20 -3.787 1.387 1.458
C21 -2.708 3.074 2.987
C22 -0.216 3.571 0.897
C23 -1.086 4.743 0.439
C24 1.051 3.491 0.091
H1 2.186 3.743 -3.964
H2 0.630 3.474 -3.157
H3 0.982 2.686 -4.684
H4 2.589 1.215 -3.717
H5 2.968 3.377 -1.753
H6 4.109 2.289 -2.527
H7 3.233 1.757 -1.106
H8 1.372 -0.023 -4.651
H9 -1.640 0.225 -4.229
H10 -0.761 0.168 -5.760
H11 -0.655 1.579 -4.695
H12 -0.740 -1.925 -3.560
H13 0.978 -2.299 -3.651
H14 0.063 -2.015 -5.132
H15 3.166 -0.951 -3.465
H16 5.295 -1.701 -2.442
H17 5.588 -1.392 0.014
H18 3.809 -0.591 1.395
H19 2.481 -1.240 2.632
H20 2.499 -0.398 4.915
H21 1.123 1.595 5.529
H22 -0.362 2.570 3.848
H23 -2.830 3.147 0.872
H24 -3.777 0.590 2.194
H25 -3.774 0.947 0.466
H26 -4.735 1.924 1.567
H27 -2.572 2.377 3.815
H28 -3.698 3.526 3.103
H29 -1.969 3.871 3.087
H30 0.052 3.749 1.945
H31 -1.571 4.548 -0.517
H32 -0.450 5.627 0.322
H33 -1.859 4.999 1.164
H34 0.806 3.164 -0.918
H35 1.754 2.775 0.515
H36 1.536 4.470 0.027
Se1 -2.641 -0.184 -1.809
Te1 -5.026 -0.228 -1.877
Te2 -4.233 3.433 -3.198
Se2 -2.231 2.482 -2.206
C25 -1.524 -3.678 -1.549
Si1 -0.184 -2.647 -0.640
C26 1.468 -3.396 -1.279
C27 -0.135 -3.559 1.051
C28 0.491 -4.779 1.317
C29 0.365 -5.404 2.545
C30 -0.412 -4.818 3.539
C31 -1.040 -3.611 3.285
C32 -0.903 -2.970 2.052
Si2 -1.766 -1.348 1.556
C33 -1.813 -0.587 3.326
C34 -3.566 -1.947 1.267
H37 -1.310 -4.745 -1.413
H38 -1.578 -3.475 -2.621
H39 -2.513 -3.476 -1.133
H40 1.322 -4.481 -1.311
H41 2.270 -3.187 -0.567
H42 1.836 -3.097 -2.252
H43 1.103 -5.253 0.556
H44 0.871 -6.347 2.734
H45 -0.521 -5.301 4.506
H46 -1.640 -3.157 4.068
H47 -2.568 -1.151 3.885
H48 -2.066 0.464 3.413
H49 -0.849 -0.726 3.820
H50 -4.094 -2.017 2.226
H51 -3.540 -2.954 0.843
H52 -4.163 -1.327 0.600

Its multiplicity is 2. As for the charge: -2. The LUMO energy (spin up / spin down) comes out at 0.13951 / 0.12319 hartree.

Mulliken population analysis, charges in e, atoms 1 to 8:
1 Ru -2.661
2 C -1.732
3 C -0.031
4 C -1.388
5 P 2.728
6 C 0.656
7 C -1.566
8 C -1.433

Number 1: electronic energy -5080.02467 Ha, molecular weight 1050.03 g mol⁻¹. Number 2: electronic energy -3282.55202 Ha, molecular weight 875.76 g mol⁻¹. Number 3: electronic energy -5255.73042 Ha, molecular weight 1106.75 g mol⁻¹. Number 4: electronic energy -8077.15084 Ha, molecular weight 1107.11 g mol⁻¹.